(1)
The following is a DFT calculation (ωB97M-V with the def2-TZVPD basis set) of C53H76N8ORbS as an isolated structure.

## Properties
Energy above the lowest of the compared OMol25 structures with the same formula, charge and spin, eV: 0.258
LUMO level, Ha: 0.07248
HOMO, eV: -3.343
Frontier orbital gap, eV: 5.3
Max |F|, eV/Å: 0.277
Charge: -1

CARTESIAN COORDINATES (ANGSTROEM)
H1 2.691 0.659 2.448
H2 -3.374 2.110 -4.349
H3 5.213 -3.582 0.570
H4 0.548 -4.607 -0.885
H5 -2.947 -1.643 -4.968
H6 -3.433 -0.748 5.581
H7 2.518 4.625 0.234
C1 -3.871 0.512 1.457
H8 -3.120 -5.133 -1.743
N1 -2.434 1.407 -1.891
S1 3.166 2.213 -1.019
N2 -1.931 -4.176 -3.221
C2 -3.697 0.898 -1.998
C3 -0.028 -0.004 3.916
H9 5.886 3.183 -1.470
H10 2.630 3.145 5.264
C4 -0.855 -2.661 4.354
C5 -1.979 -1.621 4.197
H11 2.173 -2.046 -1.251
H12 -4.546 2.990 2.096
H13 -1.287 -3.633 4.614
C6 0.256 1.311 3.529
H14 -0.161 -2.386 5.147
C7 -3.425 1.255 2.727
H15 -0.657 -2.411 0.808
C8 2.762 6.458 -2.606
H16 -1.331 0.049 -3.694
C9 -3.014 -2.259 3.265
H17 0.965 -5.521 1.494
H18 2.270 -6.176 2.466
C10 -0.951 1.860 3.068
C11 4.364 0.396 -2.674
C12 3.862 -1.151 0.488
H19 -4.597 -0.038 4.057
C13 -0.407 4.215 -3.091
C14 2.706 4.870 -0.804
C15 -0.933 4.474 -4.355
H20 -3.023 -1.083 -1.535
H21 -7.280 -0.714 -1.970
N3 1.862 1.421 -1.353
C16 6.658 0.506 -3.400
H22 2.649 3.706 2.809
H23 3.425 -0.139 -2.599
H24 5.309 -1.090 -3.889
H25 0.691 -0.682 4.350
H26 -2.430 3.865 -5.766
H27 4.340 -1.372 -0.472
C17 -4.860 1.660 -2.246
H28 1.587 2.846 1.678
C18 3.158 5.456 -3.485
H29 -3.227 3.378 3.216
H30 -3.032 -4.429 -4.995
C19 -0.697 -0.812 -3.492
H31 -0.525 5.257 -4.980
H32 2.911 -0.660 0.295
C20 4.738 -3.242 1.502
C21 1.574 2.037 3.699
N4 2.720 -4.361 1.607
H33 3.623 3.373 -3.710
H34 0.895 3.939 2.878
H35 -2.623 -2.347 2.248
H36 -3.940 -1.694 3.218
H37 -4.135 1.509 4.763
N5 3.632 -2.357 1.244
C22 -5.161 -1.043 -1.736
C23 3.107 3.877 -1.686
C24 -2.004 3.695 -4.782
H38 7.489 0.080 -3.947
H39 -1.481 -5.786 -1.961
C25 -2.026 2.421 -2.692
C26 2.749 1.089 3.450
C27 -1.993 0.901 3.161
C28 -4.453 1.018 3.841
H40 -0.316 -0.724 -2.480
N6 -1.478 -2.022 -3.530
H41 -5.426 1.425 3.549
H42 -1.069 2.874 2.715
C29 2.445 -3.067 1.150
H43 -2.709 -6.084 -3.180
H44 -3.856 -3.471 -3.741
N7 -0.479 -2.938 -1.668
C30 4.539 1.596 -2.008
C31 1.690 2.601 5.123
H45 2.209 6.943 -0.590
C32 -2.540 2.699 -3.985
C33 6.824 1.704 -2.711
H46 3.704 1.617 3.548
C34 4.039 -4.383 2.218
H47 2.745 0.262 4.161
H48 1.596 1.498 -2.335
H49 -5.265 -2.102 -1.518
H50 -4.753 2.725 -2.420
H51 0.859 3.278 5.328
H52 -0.285 -2.764 3.430
H53 0.421 4.809 -2.719
C35 -6.117 1.084 -2.239
H54 2.621 7.467 -2.970
H55 -0.047 -3.852 1.530
C36 -3.517 2.748 2.374
H56 -3.265 -3.264 3.621
H57 -3.957 -0.560 1.602
H58 -1.855 -1.070 6.287
C37 0.100 -3.184 0.680
H59 1.519 -2.408 -2.517
H60 -2.975 -2.412 5.974
Rb1 -0.459 0.465 0.365
H61 1.645 1.790 5.852
O1 2.390 -2.128 -2.197
C38 -2.605 -1.453 5.593
H62 4.521 -5.348 2.052
N8 1.390 -2.523 0.687
H63 7.781 2.210 -2.721
H64 5.495 -2.755 2.120
C39 -3.898 -0.477 -1.749
C40 -6.292 -0.274 -1.986
C41 -0.930 3.223 -2.287
C42 2.532 6.167 -1.270
C43 -2.886 -3.690 -4.206
C44 -2.328 -5.344 -2.473
H65 -4.839 0.880 1.102
H66 -0.502 3.045 -1.306
H67 -1.565 -2.598 -5.559
C45 -0.260 -3.911 -0.618
H68 3.981 -4.199 3.300
C46 -1.402 -0.288 3.703
H69 -6.984 1.710 -2.420
H70 3.318 5.682 -4.530
C47 5.765 2.250 -2.006
H71 4.498 -0.472 1.058
C48 -2.222 -2.412 -4.697
H72 -2.884 3.000 1.522
H73 -1.149 -4.507 -0.387
H74 0.142 -0.841 -4.199
H75 -3.166 0.684 0.644
C49 -1.236 -3.084 -2.690
H76 1.290 -4.844 3.106
C50 1.749 -5.255 2.199
C51 1.681 3.202 2.708
C52 5.436 -0.146 -3.377
C53 3.327 4.160 -3.028



(2)
The following is a DFT calculation (ωB97M-V with the def2-TZVPD basis set) of C3H10N4 as an isolated structure.

## Properties
Energy above the lowest of the compared OMol25 structures with the same formula, charge and spin, eV: 4.991
LUMO level, Ha: 0.02873
HOMO, eV: -8.669
Frontier orbital gap, eV: 9.5
Max |F|, eV/Å: 2.486

CARTESIAN COORDINATES (ANGSTROEM)
N1 -0.890 -0.482 1.983
H1 -0.954 -0.518 2.999
H2 -2.851 -0.526 -0.412
C1 -1.987 -1.109 -0.082
N2 1.206 0.280 -0.884
N3 0.034 1.645 -0.674
H3 2.803 1.538 -1.530
C2 2.589 0.496 -1.252
H4 0.603 2.278 -1.243
H5 0.355 0.559 0.956
H6 3.242 0.254 -0.403
N4 0.878 1.102 0.246
H7 2.814 -0.132 -2.115
H8 -2.171 -2.144 -0.380
H9 -2.707 -1.474 1.965
C3 -1.875 -1.029 1.403
H10 -1.089 -0.742 -0.576



(3)
The following is a DFT calculation (ωB97M-V with the def2-TZVPD basis set) of one molecule with the formula C22H32N6O4S2.

## Properties
Energy above the lowest of the compared OMol25 structures with the same formula, charge and spin, eV: 0.000
LUMO level, Ha: -0.00077
HOMO, eV: -8.695
Frontier orbital gap, eV: 8.7
Max |F|, eV/Å: 1.245

CARTESIAN COORDINATES (ANGSTROEM)
C1 -1.016 1.260 0.702
H1 1.757 -0.142 2.072
H2 -6.413 -4.408 5.514
C2 4.270 3.355 -3.299
N1 0.941 1.473 -1.431
C3 -1.942 0.874 1.650
C4 0.339 0.163 -4.587
C5 0.732 0.174 1.962
H3 0.081 -0.780 3.781
H4 -3.266 -4.547 3.793
C6 0.333 0.928 0.860
H5 0.046 0.261 -3.541
C7 0.627 1.506 -5.256
H6 2.662 1.967 2.065
C8 3.759 0.147 -5.238
O1 -3.481 0.866 4.358
C9 1.645 1.114 -6.328
C10 -0.200 -0.207 2.912
N2 3.745 1.219 -4.276
H7 -5.034 -5.429 5.080
H8 2.365 1.904 -6.533
C11 -3.559 -3.522 4.036
H9 -0.270 1.959 -5.672
H10 1.065 2.187 -4.528
H11 -1.310 1.822 -0.170
H12 -5.401 -0.213 3.640
C12 1.261 1.375 -0.166
H13 3.901 -0.146 1.364
C13 2.334 -0.131 -5.737
H14 -2.985 1.129 1.560
C14 -1.523 0.154 2.754
O2 -2.062 -1.029 5.031
N3 1.998 1.932 -2.106
S1 -2.737 -0.302 3.989
H15 3.861 2.909 1.147
C15 4.536 2.294 -4.369
C16 3.345 1.946 1.212
H16 1.139 0.856 -7.258
H17 -0.437 -0.389 -5.138
C17 4.377 0.832 1.357
H18 4.415 0.434 -6.063
H19 -2.976 -3.182 4.908
O3 1.556 -0.558 -4.627
H20 4.924 0.961 2.287
H21 -6.486 -2.161 4.828
H22 3.242 3.713 -3.352
H23 -2.165 -2.547 2.697
H24 -4.881 -1.738 5.489
N4 -3.739 -1.266 3.052
C18 -3.244 -2.610 2.850
C19 -5.334 -4.423 5.370
O4 5.394 2.455 -5.212
H25 -3.715 -3.003 1.944
H26 5.083 0.866 0.531
C20 2.965 2.131 -1.242
H27 4.970 4.178 -3.439
N5 -4.987 -3.503 4.308
H28 2.982 1.203 -3.603
C21 -5.415 -2.148 4.613
C22 -5.142 -1.247 3.411
N6 2.560 1.792 0.015
S2 4.539 2.765 -1.598
H29 -5.713 -1.593 2.545
H30 4.145 -0.765 -4.769
H31 2.384 -0.945 -6.476
H32 -4.847 -4.172 6.325



(4)
The following is a DFT calculation (ωB97M-V with the def2-TZVPD basis set) of a 2-piece molecular cluster, C14H16 overall.

## Properties
Energy above the lowest of the compared OMol25 structures with the same formula, charge and spin, eV: 1.404
LUMO level, Ha: 0.02946
HOMO, eV: -8.967
Frontier orbital gap, eV: 9.8
Max |F|, eV/Å: 2.934

CARTESIAN COORDINATES (ANGSTROEM)
H1 -2.725 -0.797 2.791
H2 0.344 -1.308 -3.679
H3 1.347 -3.458 0.642
C1 -1.369 3.613 -0.026
H4 2.980 -1.772 1.578
H5 -2.116 1.254 3.918
H6 -1.709 3.932 -1.009
H7 3.391 0.272 0.252
H8 2.235 -0.975 -4.009
C2 1.751 -2.686 0.023
C3 -2.455 0.053 0.817
C4 1.417 -1.626 -3.579
H9 1.606 -2.503 -4.172
C5 -2.537 0.093 2.220
C6 1.361 -2.670 -1.275
C7 2.938 -0.615 -0.168
H10 3.083 0.068 -2.185
C8 2.619 -1.742 0.555
H11 -0.301 3.448 0.091
C9 -1.984 2.504 2.164
H12 -2.192 1.110 -0.955
H13 -2.502 -0.854 0.222
H14 -1.591 4.549 0.539
C10 -2.221 1.234 0.149
C11 2.645 -0.693 -1.546
C12 1.839 -1.644 -2.152
H15 0.771 -3.458 -1.774
H16 -1.607 3.432 2.568
C13 -1.932 2.438 0.786
C14 -2.236 1.300 2.833



(5)
The following is a DFT calculation (ωB97M-V with the def2-TZVPD basis set) of HN2P as an isolated structure.

## Properties
Energy above the lowest of the compared OMol25 structures with the same formula, charge and spin, eV: 2.849
LUMO level (alpha / beta), Ha: -0.05653 / -0.05982
HOMO (alpha / beta), eV: -8.409 / -8.408
Frontier orbital gap (alpha / beta), eV: 6.9 / 6.8
Max |F|, eV/Å: 7.870

CARTESIAN COORDINATES (ANGSTROEM)
P1 1.413 -1.079 0.525
H1 -1.368 0.695 -0.309
N1 0.039 -0.271 0.298
N2 -0.084 0.655 -0.514



(6)
The following is a DFT calculation (ωB97M-V with the def2-TZVPD basis set) of C35H77AlF7O15 as an isolated structure.

## Properties
LUMO level, Ha: 0.07572
HOMO, eV: -6.250
Frontier orbital gap, eV: 8.3
Max |F|, eV/Å: 9.113
Charge: -1

CARTESIAN COORDINATES (ANGSTROEM)
C1 7.230 -6.066 7.266
H1 -1.509 6.043 -6.664
H2 8.415 -4.301 7.578
H3 0.143 5.567 -4.932
H4 4.426 -1.968 3.136
C2 -1.101 5.068 -6.946
C3 7.359 -4.588 7.640
H5 5.592 -2.545 8.023
H6 1.951 3.968 -4.256
H7 -3.457 2.113 -4.930
C4 -5.219 -2.511 4.558
H8 -6.263 0.027 -4.981
H9 -0.796 -1.812 7.290
O1 4.440 2.462 -9.720
O2 0.320 5.129 -6.970
H10 -3.655 1.164 0.030
H11 4.693 2.025 -11.725
H12 -0.499 -0.879 -0.603
H13 2.202 -1.477 6.610
C5 1.448 3.845 -5.221
H14 5.954 3.695 -10.470
H15 -4.492 -0.092 -5.076
F1 -3.404 -0.292 2.677
H16 -5.928 -1.799 4.131
O3 5.890 -6.533 7.450
C6 5.237 -0.121 2.394
C7 -0.900 -1.028 -1.692
H17 2.465 4.129 -9.148
H18 6.169 -0.175 2.971
H19 -1.197 -1.059 3.900
H20 4.949 3.101 3.021
C8 -5.381 -2.635 -1.057
H21 -3.696 2.600 -3.243
H22 -9.014 -1.279 6.627
Al1 -3.562 -0.401 -0.180
H23 -0.616 1.395 -5.995
O4 -5.241 1.517 -4.014
C9 1.830 -3.161 4.911
H24 -5.371 1.116 -6.061
C10 5.483 3.420 -9.518
F2 -1.435 -1.269 1.748
H25 1.545 -2.380 7.986
C11 -8.298 -1.398 5.809
C12 -4.765 3.831 -4.642
H26 6.500 2.242 2.907
H27 -1.020 -2.474 4.957
C13 0.063 -1.227 6.940
C14 2.700 5.194 -9.237
H28 -2.793 -0.218 -2.710
H29 3.040 1.865 -11.092
C15 -5.521 -1.087 -0.443
O5 -5.222 -3.729 -0.305
H30 -0.492 -0.098 -2.320
H31 -1.450 4.820 -7.952
H32 1.859 -0.254 4.449
H33 2.751 1.150 3.789
H34 -6.838 -1.210 7.729
H35 -7.097 3.452 -6.939
H36 -5.504 4.199 -3.918
H37 1.553 -2.243 4.389
F3 -3.555 -2.546 1.899
H38 6.243 2.937 -8.895
C16 4.123 -0.916 3.078
H39 5.428 -0.559 1.408
O6 0.406 2.884 -5.027
F4 1.709 -3.773 -2.914
C17 0.881 5.199 -5.655
O7 3.915 -0.468 4.421
O8 4.058 5.405 -9.606
H40 -7.156 4.675 -5.650
H41 5.296 1.775 4.145
C18 -6.404 -0.560 6.959
H42 4.497 4.388 -7.832
O9 -5.326 3.762 -5.956
H43 1.154 1.276 -6.090
H44 5.267 -5.732 5.622
C19 -0.360 -2.371 -2.460
H45 -4.215 -2.314 4.168
C20 -4.199 2.478 -4.208
H46 2.491 5.699 -8.290
H47 -8.832 -1.302 4.859
H48 5.811 5.320 -8.568
H49 -7.846 -2.393 5.854
H50 -7.109 2.934 -5.241
H51 -4.629 -0.459 5.699
C21 0.632 -3.355 -1.946
H52 2.190 3.481 -5.943
H53 2.773 0.818 5.532
H54 -2.892 -2.055 -2.260
H55 1.516 -4.014 4.303
C22 5.433 2.126 3.120
H56 3.192 -0.868 2.499
H57 4.821 -4.122 7.673
O10 4.846 1.238 2.175
C23 -2.912 -1.215 1.588
O11 -7.317 -0.369 5.875
H58 -6.233 0.424 7.409
O12 1.192 -3.258 6.180
F5 -0.939 -2.653 -3.820
H59 3.708 3.480 -11.392
C24 -5.065 -1.113 6.466
H60 1.700 5.926 -5.697
H61 0.191 -0.378 7.621
C25 5.183 -6.642 6.219
C26 1.343 -2.066 6.956
H62 4.834 -2.843 6.443
H63 -3.947 4.558 -4.683
H64 -6.018 -0.360 -1.247
O13 -0.183 -0.682 5.639
C27 3.950 2.471 -11.056
H65 7.866 -6.655 7.934
C28 -6.748 3.701 -5.933
H66 -1.462 4.301 -6.255
H67 2.916 -3.203 5.038
H68 2.063 5.626 -10.014
C29 4.964 4.660 -8.786
O14 6.647 -3.755 6.720
H69 -5.518 -3.519 4.260
C30 2.762 0.356 4.542
H70 7.570 -6.241 6.237
C31 -5.339 0.601 -5.099
H71 7.024 -4.412 8.670
F6 0.511 -3.915 -0.556
C32 -1.198 -1.394 4.941
C33 -2.531 -1.001 -1.848
C34 5.408 -3.300 7.253
O15 -5.203 -2.452 5.980
H72 0.275 2.483 -7.075
H73 4.127 -6.812 6.444
H74 -4.368 -1.151 7.309
C35 0.308 1.969 -6.113
H75 -6.151 -1.048 0.542
H76 5.561 -7.496 5.649
F7 -5.427 -2.864 -2.547
H77 -2.175 -1.173 5.380



(7)
The following is a DFT calculation (ωB97M-V with the def2-TZVPD basis set) of an isolated ion of composition C4H7N and charge +1.

## Properties
Energy above the lowest of the compared OMol25 structures with the same formula, charge and spin, eV: 1.289
Spin multiplicity: 2
LUMO level (alpha / beta), Ha: -0.16874 / -0.28600
HOMO (alpha / beta), eV: -15.604 / -16.624
Frontier orbital gap (alpha / beta), eV: 11.0 / 8.8
Max |F|, eV/Å: 1.312
Charge: +1

CARTESIAN COORDINATES (ANGSTROEM)
H1 0.044 -2.060 -0.555
H2 -2.005 1.063 0.199
H3 -2.152 1.338 -1.652
C1 0.421 -0.023 -0.134
N1 -0.446 0.505 -0.988
H4 -0.672 -1.511 0.950
C2 -1.592 0.989 -0.798
H5 1.429 1.849 0.441
H6 1.101 -1.771 0.827
C3 1.420 0.769 0.451
C4 0.206 -1.432 0.311
H7 2.245 0.284 0.948



(8)
The following is a DFT calculation (ωB97M-V with the def2-TZVPD basis set) of an isolated ion of composition C4H12N2OS and charge +2.

## Properties
Energy above the lowest of the compared OMol25 structures with the same formula, charge and spin, eV: 0.188
LUMO level, Ha: -0.28997
HOMO, eV: -18.271
Frontier orbital gap, eV: 10.4
Max |F|, eV/Å: 4.924
Charge: +2

CARTESIAN COORDINATES (ANGSTROEM)
C1 0.572 -0.740 -0.088
H1 -0.969 -1.925 0.805
C2 0.293 -1.093 2.195
H2 -0.984 2.781 -0.605
H3 -0.032 -1.786 3.001
O1 1.873 -0.487 -0.099
C3 0.065 2.373 -0.909
S1 -2.295 -0.514 -0.410
H4 -0.373 -0.214 2.260
H5 0.830 2.209 -0.207
H6 -2.573 -0.885 -1.749
H7 2.203 -1.054 0.573
C4 -0.317 -0.101 -0.834
H8 0.602 3.048 -1.578
N1 0.106 -1.735 0.884
H9 1.246 -0.457 2.148
H10 0.695 -2.605 0.878
N2 -0.235 1.089 -1.676
H11 -1.145 1.171 -2.145
H12 0.439 0.925 -2.443